Record 1
{
  "formula": "C13H15N5O4",
  "method": "ωB97M-V with the def2-TZVPD basis set",
  "gap_ev": 8.955,
  "homo_ev": -8.411,
  "charge": 0,
  "lumo_ev": 0.5,
  "smiles": "COc1cccc(/C=N/CCNC(=O)c2nonc2N)c1O",
  "symbols": ["C", "O", "C", "C", "C", "C", "C", "C", "N", "C", "C", "N", "C", "O", "C", "N", "O", "N", "C", "N", "C", "O", "H", "H", "H", "H", "H", "H", "H", "H", "H", "H", "H", "H", "H", "H", "H"],
  "positions_angstrom": [[1.3463, -2.1304, -3.7848], [0.3880, -1.7949, -2.8120], [0.6687, -2.0831, -1.4990], [1.7398, -2.8308, -1.0485], [1.9158, -3.0315, 0.3158], [1.0420, -2.4737, 1.2193], [-0.0551, -1.7223, 0.7872], [-0.8981, -1.0335, 1.7501], [-2.0679, -0.6576, 1.4750], [-2.7520, 0.2641, 2.3220], [-3.0159, 1.5277, 1.4631], [-1.9301, 1.7394, 0.5340], [-0.8544, 2.4815, 0.8356], [-0.7770, 3.2688, 1.7703], [0.2795, 2.3146, -0.0964], [0.3345, 1.5654, -1.1617], [1.5546, 1.7032, -1.6819], [2.3216, 2.5568, -0.9527], [1.5680, 2.9603, 0.0463], [1.9106, 3.7741, 1.0489], [-0.2506, -1.5344, -0.5843], [-1.2765, -0.7908, -1.0543], [2.3131, -1.6688, -3.5642], [0.9625, -1.7354, -4.7240], [1.4668, -3.2149, -3.8712], [2.4466, -3.2562, -1.7427], [2.7551, -3.6160, 0.6596], [1.1924, -2.6120, 2.2795], [-0.4173, -0.8089, 2.7181], [-3.7068, -0.1659, 2.6326], [-2.1653, 0.5293, 3.2181], [-3.1008, 2.4075, 2.1025], [-3.9294, 1.3968, 0.8814], [-1.8110, 1.0002, -0.1532], [2.7709, 4.2876, 1.0080], [1.1600, 4.0477, 1.6681], [-1.1287, -0.6638, -2.0045]],
  "atomic_forces_ev_per_a": [[0.19, -0.05, -0.26], [-0.24, 0.06, 0.60], [-0.11, 0.06, -0.05], [-0.13, 0.09, -0.18], [0.06, -0.04, 0.12], [-0.08, 0.04, -0.10], [0.21, -0.19, -0.62], [-0.14, 0.18, 0.52], [-0.16, -0.41, -0.19], [0.04, 0.28, 0.36], [-0.08, -0.02, 0.26], [-0.09, 0.00, -0.10], [-0.53, -0.20, -0.33], [0.13, 0.02, 0.15], [1.24, 0.21, -0.39], [-0.49, 0.18, 0.34], [-0.27, -0.23, -0.24], [0.32, 0.75, 0.86], [-0.51, -1.00, -0.98], [0.25, 0.41, 0.47], [0.26, -0.15, 0.02], [-0.14, -0.20, -0.31], [-0.03, -0.02, 0.01], [0.08, -0.06, 0.03], [0.00, 0.05, 0.02], [0.04, -0.02, -0.11], [0.07, -0.05, 0.03], [0.03, 0.02, 0.12], [-0.10, 0.08, -0.05], [0.02, 0.08, 0.05], [-0.09, -0.01, -0.08], [-0.10, -0.08, -0.11], [0.02, 0.05, 0.09], [0.13, 0.09, 0.04], [-0.02, 0.03, 0.01], [0.13, 0.04, -0.05], [0.09, 0.01, 0.07]]
}

***

Record 2
{
  "formula": "C2H3IOS",
  "method": "ωB97M-V with the def2-TZVPD basis set",
  "gap_ev": 7.575,
  "homo_ev": -8.110,
  "charge": 0,
  "lumo_ev": -0.5,
  "smiles": "OC=C=S.I",
  "symbols": ["O", "C", "C", "S", "H", "H", "I", "H"],
  "positions_angstrom": [[2.1313, -0.1990, -0.2530], [1.1936, 0.5925, -0.8642], [0.2536, 1.2623, -0.2706], [-0.5684, 2.3422, 0.4711], [2.9573, 0.0195, -0.7387], [1.3910, 0.6611, -1.9272], [-3.1067, -0.4546, -0.1005], [-3.2615, -1.8063, 0.8536]],
  "atomic_forces_ev_per_a": [[0.90, 0.07, 0.07], [0.69, -0.30, -1.05], [0.51, 0.44, 0.28], [-0.66, 0.18, 0.21], [-0.60, -0.53, 0.70], [-0.76, 0.24, -0.22], [-0.14, -0.92, 0.63], [0.07, 0.82, -0.63]]
}

***

Record 3
{
  "formula": "C6H10O",
  "method": "ωB97M-V with the def2-TZVPD basis set",
  "gap_ev": [8.373, 8.374],
  "homo_ev": [-8.911, -8.912],
  "charge": 0,
  "lumo_ev": [-0.5, -0.5],
  "symbols": ["O", "C", "C", "C", "C", "C", "C", "H", "H", "H", "H", "H", "H", "H", "H", "H", "H"],
  "positions_angstrom": [[1.7982, -0.9516, 1.0406], [1.3806, -0.6459, -0.1361], [-0.1264, -1.2261, -0.5108], [-1.2839, -0.6523, 0.2866], [-1.5386, 0.7973, -0.1198], [-0.1852, 1.4902, -0.1853], [0.8727, 0.7348, -0.2800], [2.4701, 0.6654, 1.1850], [1.9817, -0.9454, -1.0216], [0.0344, -2.2820, -0.2858], [-0.2708, -1.1086, -1.5907], [-1.0249, -0.7063, 1.3498], [-2.1806, -1.2615, 0.1244], [-2.0286, 0.8565, -1.1009], [-2.1826, 1.3217, 0.5949], [-0.0982, 2.5709, -0.1274], [2.3821, 1.3430, 0.7772]],
  "atomic_forces_ev_per_a": [[0.06, 0.00, -0.05], [0.13, 0.26, -0.10], [-0.29, -0.10, -0.11], [0.04, 0.00, 0.03], [-0.06, -0.06, -0.05], [0.36, -0.13, -0.03], [-0.39, -0.04, 0.13], [-0.05, -0.03, -0.04], [-0.07, 0.02, 0.17], [-0.01, 0.13, -0.03], [0.01, -0.01, 0.13], [-0.07, 0.03, -0.12], [0.13, 0.08, 0.03], [0.06, 0.00, 0.13], [0.12, -0.08, -0.10], [0.00, -0.13, 0.00], [0.03, 0.06, 0.01]]
}

***

Record 4
{
  "formula": "CHCl2NOS",
  "method": "ωB97M-V with the def2-TZVPD basis set",
  "gap_ev": 9.091,
  "homo_ev": -9.319,
  "charge": 0,
  "lumo_ev": -0.2,
  "smiles": "ClSCl.N=C=O",
  "symbols": ["Cl", "S", "Cl", "N", "C", "O", "H"],
  "positions_angstrom": [[-1.8300, -2.6496, -0.1574], [-1.8080, -0.9003, 0.7567], [-2.1437, -1.5032, 2.6617], [1.1010, 1.7089, -1.2436], [1.7094, 0.8433, -0.7035], [2.2388, -0.1085, -0.3228], [0.7325, 2.6094, -0.9911]],
  "atomic_forces_ev_per_a": [[0.04, -0.64, -0.57], [-0.04, 0.44, 0.55], [0.02, 0.21, 0.02], [-0.80, 1.39, -0.77], [-0.25, -0.31, 0.13], [0.77, -0.80, 0.53], [0.25, -0.30, 0.12]]
}

***

Record 5
{
  "formula": "C2H3O2S",
  "method": "ωB97M-V with the def2-TZVPD basis set",
  "gap_ev": [5.942, 5.220],
  "homo_ev": [-2.308, -1.425],
  "charge": -1,
  "lumo_ev": [3.6, 3.8],
  "symbols": ["C", "C", "O", "O", "S", "H", "H", "H"],
  "positions_angstrom": [[0.6361, -1.1940, -0.7236], [-0.9419, 0.5069, 0.6697], [0.1190, -2.1674, -1.1510], [-0.0238, 1.5379, 0.5103], [1.9194, -0.2507, -0.7384], [-0.8930, 0.0710, 1.6954], [-1.5873, 0.2571, -0.0975], [0.7715, 1.2392, -0.1647]],
  "atomic_forces_ev_per_a": [[-2.25, 0.44, 0.89], [3.36, 0.11, 1.79], [-0.24, -1.13, -0.32], [0.68, -0.48, -1.49], [2.20, 1.06, -0.39], [-0.52, 0.11, -1.10], [-1.43, -0.36, -1.20], [-1.81, 0.25, 1.82]]
}

***

Record 6
{
  "formula": "C6H20IMnO7",
  "method": "ωB97M-V with the def2-TZVPD basis set",
  "gap_ev": [4.681, 4.769],
  "homo_ev": [-11.698, -11.698],
  "charge": 1,
  "lumo_ev": [-7.0, -6.9],
  "spin_multiplicity": 6,
  "symbols": ["Mn", "I", "O", "H", "H", "C", "C", "O", "O", "H", "H", "H", "H", "H", "H", "C", "C", "O", "O", "H", "H", "H", "H", "H", "H", "C", "C", "O", "O", "H", "H", "H", "H", "H", "H"],
  "positions_angstrom": [[-6.0089, 3.9720, -0.4050], [-2.0711, 2.6966, 1.7602], [3.1803, 3.4201, 3.7662], [3.6496, 3.2316, 2.9535], [2.2551, 3.3565, 3.5293], [2.5946, -2.7848, -4.0914], [1.5155, -2.0501, -3.2603], [1.9445, -1.7565, -1.9638], [2.6588, -4.1939, -3.7017], [3.5606, -2.3242, -3.8847], [2.4858, -2.7488, -5.1753], [0.6306, -2.6855, -3.2225], [1.2322, -1.0953, -3.7034], [1.1768, -1.3857, -1.5224], [2.7537, -4.2195, -2.7467], [-4.6513, -3.7535, 5.1946], [-5.9617, -3.2526, 4.5781], [-6.0114, -3.6238, 3.2543], [-3.5795, -3.0435, 4.5532], [-4.4204, -4.8080, 5.0436], [-4.7272, -3.6853, 6.2798], [-5.8654, -2.1734, 4.6977], [-6.8151, -3.5185, 5.2018], [-6.9464, -3.7991, 3.1257], [-4.0514, -2.4466, 3.9679], [2.6322, 4.7071, -2.8948], [3.9621, 4.0511, -2.5487], [3.9819, 3.1758, -1.3720], [2.1353, 5.6594, -1.9253], [1.9179, 3.8951, -3.0312], [2.6677, 5.2653, -3.8303], [4.6869, 4.8523, -2.4036], [4.2653, 3.5723, -3.4798], [3.4796, 2.3695, -1.5110], [1.7430, 5.1237, -1.2319]],
  "atomic_forces_ev_per_a": [[0.14, -0.03, 0.08], [-0.15, 0.05, -0.08], [0.00, 0.05, 0.19], [0.23, -0.03, -0.21], [-0.21, -0.01, 0.00], [0.15, -0.71, 1.50], [-0.20, -0.16, -1.61], [0.62, -0.20, 0.86], [-0.21, 1.14, -0.68], [0.13, 0.15, 0.12], [-0.57, -0.06, 0.19], [-0.14, -0.16, -0.16], [0.00, 0.00, -0.67], [0.14, -0.05, 0.30], [0.09, 0.04, 0.16], [-0.12, -0.49, -0.42], [1.61, 0.00, 2.30], [-1.12, -0.32, -0.98], [-0.41, 0.06, 0.75], [-0.53, -0.19, -0.38], [0.47, 0.83, 0.18], [-0.25, 0.54, -0.15], [-0.19, -0.46, -0.25], [0.04, -0.18, -0.79], [0.49, 0.21, -0.24], [-0.43, 0.13, 0.85], [-0.07, 0.23, 0.17], [-0.05, 1.38, -1.00], [0.21, -0.85, -0.45], [-0.41, -0.04, -0.07], [0.41, -0.16, -0.04], [0.12, -0.23, 0.55], [0.19, -0.63, 0.14], [-0.05, -0.02, -0.43], [0.10, 0.17, 0.30]]
}